DFT (ωB97M-V/def2-TZVPD) results for a structure of composition C20H14F10IIrN5 at a distorted geometry.

```
! RIJCOSX wB97M-V def2-TZVPD def2/J DEFGRID3
* xyz 2 6
Ir 0.06521 0.33467 -0.07031
C -0.21809 3.44337 1.05119
N 0.00151 2.79497 -0.24041
C -1.11969 3.00367 -1.15821
C -2.38109 2.31577 -0.64201
N -2.06909 1.03297 -0.08921
C -3.03209 0.20127 0.31999
C -2.67359 -0.84303 1.22039
F -1.43599 -0.75523 1.76349
C -3.51219 -1.88053 1.56109
F -3.07909 -2.87133 2.32559
C -4.82699 -1.89483 1.06359
F -5.63279 -2.88863 1.35799
C -5.26829 -0.82653 0.27039
F -6.51159 -0.80523 -0.16231
C -4.40599 0.20577 -0.07181
F -4.87809 1.18317 -0.83821
C 1.27961 3.22587 -0.80881
C 2.41551 2.44717 -0.14281
N 2.10511 1.05327 -0.26131
C 3.07661 0.12837 -0.21201
C 2.90461 -1.06573 -0.95771
F 1.78511 -1.14073 -1.71061
C 3.82881 -2.08603 -0.96241
F 3.59521 -3.20133 -1.63771
C 5.02241 -1.94013 -0.23491
F 5.93271 -2.88613 -0.27011
C 5.23481 -0.77933 0.52419
F 6.32771 -0.66513 1.24979
C 4.28551 0.23247 0.52959
F 4.46641 1.29517 1.30769
H -0.41609 4.51397 0.92349
H 0.66631 3.33207 1.67269
H -1.05429 2.98887 1.57459
H -0.85409 2.57267 -2.12701
H -1.32679 4.07237 -1.30751
H -3.10709 2.25297 -1.46061
H -2.85809 2.92147 0.13949
H 1.43041 4.30377 -0.67621
H 1.29811 3.00327 -1.87741
H 2.51601 2.73857 0.91149
H 3.37131 2.68527 -0.62481
I 0.74381 -5.92233 1.41839
C 0.17191 -4.18783 0.39699
C -0.48679 -4.11793 -0.82581
N -0.63259 -2.82003 -1.10511
N -0.12109 -2.03863 -0.14221
C 0.37841 -2.84853 0.77689
H -0.82359 -4.90833 -1.46731
H -1.02159 -2.41763 -1.94941
H 0.84371 -2.49213 1.67549
*
```

For the calculated total energy, the calculation gives -66509.502 eV.

DFT (ωB97M-V/def2-TZVPD) results for a structure of composition BCl2DyH8NO6P2Si2 at a distorted geometry.

```
! RIJCOSX wB97M-V def2-TZVPD def2/J DEFGRID3
* xyz 3 6
N 3.59332 0.46756 1.26749
P 2.50626 -0.73416 1.01821
O 2.38395 -1.75505 2.30927
O 2.98672 -1.67219 -0.27268
Si 0.43272 0.00031 0.48599
O -0.35106 -1.37052 -0.26072
Si -1.96211 -1.09451 -0.72155
Cl -2.14071 0.02645 -2.56733
P -3.27603 -0.32002 0.90286
O -2.88711 1.30606 1.15465
Cl -5.18093 -0.39580 -0.01827
B 0.69946 1.53257 -0.74232
O 0.25870 2.83522 -0.47364
O 1.42149 1.28240 -1.95247
H 3.14090 1.38962 1.17147
H 2.70518 -1.33706 3.13465
H 2.55202 -1.25249 -1.04111
H -0.18045 0.38249 1.77082
H -2.53171 -2.42987 -1.07038
H -3.58730 1.63025 1.75774
H 1.01731 3.43320 -0.33750
H 0.80897 0.81761 -2.54215
Dy -2.40960 -2.74209 -2.97301
*
```

For the calculated total energy, the calculation gives -98016.384 eV.

DFT (ωB97M-V/def2-TZVPD) results for a cluster of 4 separate species, C3H16NO3 in total at a distorted geometry.

```
! RIJCOSX wB97M-V def2-TZVPD def2/J DEFGRID3
* xyz 1 1
C 0.31289 0.14084 -0.66645
C 1.59190 -0.57547 -0.40046
C 2.59971 0.50362 -0.28045
N -0.92854 -0.16829 0.27654
H 0.52550 1.26734 -0.32865
H -0.06223 0.09802 -1.71597
H 1.78614 -1.04617 -1.41109
H 1.60340 -1.29305 0.49258
H 3.55045 0.31533 -0.79985
H 2.34030 1.46343 -0.67543
H 2.78020 0.61761 0.82955
H -1.53799 0.51606 0.53848
H -1.28536 -1.06497 -0.08894
H -0.64617 -0.44841 1.28930
H -0.99201 -2.89243 -1.90059
H 0.14139 -3.24030 -0.82417
O -0.53485 -2.69297 -1.06622
H -0.47468 0.73129 3.49510
H -0.77703 2.16743 3.11231
O -0.38035 1.42956 2.84164
H -2.76905 1.18058 -1.46408
H -3.81773 1.72604 -0.63817
O -3.02587 1.26491 -0.61498
*
```

For the calculated total energy, the calculation gives -10995.484 eV. For the energy above the lowest of the compared OMol25 structures with the same formula, charge and spin, the calculation gives 229.7 kJ/mol.

DFT (ωB97M-V/def2-TZVPD) results for a cluster of 14 separate species, H28O14 in total at a distorted geometry.

```
! RIJCOSX wB97M-V def2-TZVPD def2/J DEFGRID3
* xyz 0 1
O 4.21183 -1.93445 -2.66984
H 3.59114 -1.61703 -3.33424
H 3.91893 -2.83385 -2.48665
O -0.12891 -1.04829 4.55645
H -0.81286 -0.38027 4.49558
H -0.43761 -1.73137 3.95639
O 1.08725 1.90105 -2.93427
H 2.00139 1.84474 -3.19888
H 0.64146 1.10696 -2.64530
O -3.39485 -1.55944 0.25364
H -4.21842 -1.79937 0.68096
H -3.08818 -2.16579 -0.41873
O -4.09060 0.86685 1.16619
H -3.60209 0.24113 0.60137
H -3.58589 0.92132 1.97780
O -1.24470 2.43171 -0.62130
H -1.25739 2.58457 0.32140
H -0.41930 2.81020 -0.93656
O 0.09455 -4.06425 -3.82089
H -0.45924 -3.28760 -3.76238
H 0.07024 -4.45602 -2.94449
O 0.00238 3.50920 2.71413
H 0.80054 3.27895 3.19436
H -0.00761 4.46758 2.66535
O 1.95064 2.60301 1.03779
H 1.60365 1.98450 0.39369
H 2.22582 2.05836 1.78722
O 0.85650 -1.76313 -2.72769
H 1.74018 -1.52397 -2.46849
H 0.32334 -1.59728 -1.94203
O 1.69090 -0.06136 -0.93998
H 1.70702 0.67687 -0.32417
H 2.62368 -0.25224 -1.11071
O -1.27987 -0.90352 1.80361
H -0.58788 -0.30644 1.52011
H -2.12485 -0.62309 1.43684
O -1.72086 -0.33086 -1.43780
H -1.36356 -0.43083 -2.32784
H -1.32469 0.52285 -1.17471
O 1.55257 0.40229 3.09442
H 0.72278 0.57834 2.70114
H 1.73257 -0.12004 3.86851
*
```

For the calculated total energy, the calculation gives -29118.440 eV. For the energy above the lowest of the compared OMol25 structures with the same formula, charge and spin, the calculation gives 309.8 kJ/mol.

DFT (ωB97M-V/def2-TZVPD) results for a structure of composition C20H16NO8ReS2.

```
! RIJCOSX wB97M-V def2-TZVPD def2/J DEFGRID3
* xyz 1 4
Re -0.59374 -0.27559 0.01168
O 0.20544 -1.83383 3.67251
C -0.02568 -1.60839 2.52586
O -0.21106 -0.38801 1.97573
C -0.13344 -2.71488 1.50826
C -0.15776 -4.06410 1.74732
C -0.34938 -4.91792 0.66200
C -0.51539 -4.40960 -0.62810
C -0.47485 -3.05355 -0.79698
N -0.27366 -2.25681 0.25885
C -0.70225 -2.29051 -2.07390
O -0.76594 -2.84166 -3.12971
O -0.82260 -0.96083 -1.87090
H -0.03984 -4.41912 2.76265
H -0.38917 -5.98871 0.82414
H -0.68618 -5.04272 -1.48820
O 1.39091 0.07763 -0.21550
S 2.31768 1.19835 -0.80132
C 1.44923 2.69603 -0.45412
C 0.88218 2.77061 0.81394
C 0.21714 3.92843 1.17752
C 0.14183 4.99532 0.28876
C 0.73231 4.91137 -0.96699
C 1.39478 3.75444 -1.35275
C 2.22346 1.02263 -2.53970
C 3.37592 0.54373 -3.15265
C 3.33587 0.24522 -4.50799
C 2.15409 0.41836 -5.21529
C 1.00588 0.89007 -4.58234
C 1.03155 1.19627 -3.23587
H 0.94060 1.93250 1.50460
H -0.23671 3.99862 2.15769
H -0.38022 5.89942 0.57676
H 0.67682 5.74688 -1.65470
H 1.86062 3.68842 -2.32831
H 4.28504 0.39983 -2.57510
H 4.22229 -0.12945 -5.00446
H 2.12208 0.17922 -6.27405
H 0.08630 1.00935 -5.14327
H 0.13761 1.55481 -2.73488
C -3.88128 1.05683 -1.43909
S -2.95864 1.06590 0.03704
O -2.61841 -0.40048 0.32085
O -3.65172 1.74290 1.06484
O -1.57008 1.59650 -0.28803
H -4.80058 0.50669 -1.23235
H -3.29016 0.56028 -2.21330
H -4.10116 2.09606 -1.69323
*
```

For the calculated total energy, the calculation gives -62665.592 eV. For the energy above the lowest of the compared OMol25 structures with the same formula, charge and spin, the calculation gives 7.8 kJ/mol.

DFT (ωB97M-V/def2-TZVPD) results for a cluster of 2 separate species, CHF2IS in total at a distorted geometry.

```
! RIJCOSX wB97M-V def2-TZVPD def2/J DEFGRID3
* xyz 0 1
C -0.60798 -0.64924 -0.35043
F -0.39900 -1.59832 0.53806
F -0.53452 -1.16664 -1.60580
S 2.24601 1.25266 0.21661
I -2.21473 0.56344 0.01818
H 1.51022 1.59810 1.18338
*
```

For the calculated total energy, the calculation gives -25420.321 eV. For the energy above the lowest of the compared OMol25 structures with the same formula, charge and spin, the calculation gives 302.0 kJ/mol.

DFT (ωB97M-V/def2-TZVPD) results for the molecule C5H10O2 at a distorted geometry.

```
! RIJCOSX wB97M-V def2-TZVPD def2/J DEFGRID3
* xyz 0 1
C 2.20518 0.52134 -0.79232
C 0.98661 -0.30801 -0.47822
C 0.62810 -0.26331 1.33798
O -0.70772 0.14890 1.26459
C -1.14396 -0.27694 0.00876
C -2.48916 0.28129 -0.30561
O -0.20288 0.19536 -0.93108
H 3.07801 0.01874 -1.22963
H 2.18711 0.52210 0.30066
H 2.04393 1.52819 -1.19360
H 1.13085 -1.37459 -0.67859
H 1.10358 0.41475 2.09766
H 0.71150 -1.27992 1.76813
H -1.10255 -1.38275 -0.02557
H -2.42226 1.37158 -0.32150
H -2.80882 -0.08384 -1.28295
H -3.19754 -0.03290 0.46128
*
```

For the calculated total energy, the calculation gives -9439.637 eV. Its SMILES is C[C@@H]1OC[C@H](C)O1. For the energy above the lowest of the compared OMol25 structures with the same formula, charge and spin, the calculation gives 328.6 kJ/mol.